Molecular formula: C22H33FNO9PSi
Method: DFT, ωB97M-V with the def2-TZVPD basis set

Each atom is followed by the atoms it is bonded to, with distances in Å.
Geometry (Å):
1 C -1.769 -2.197 2.802  C2 1.592, H29 1.125, H30 1.115, H31 1.130
2 C -2.588 -3.000 1.697  C1 1.592, O3 1.439, H32 1.130, H33 1.122
3 O -3.853 -2.363 1.441  C2 1.439, P4 1.675
4 P -3.918 -1.698 -0.094  O3 1.675, O5 1.486, C6 1.884, O26 1.662
5 O -5.271 -1.138 -0.347  P4 1.486
6 C -2.585 -0.367 -0.129  P4 1.884, C7 1.577, H34 1.119, H35 1.116
7 C -3.208 0.899 0.575  C6 1.577, C8 1.587, H36 1.124, H37 1.129
8 C -2.157 1.883 1.244  C7 1.587, Si9 1.900, H38 1.129, H39 1.129
9 Si -0.485 2.028 0.354  C8 1.900, C10 1.912, N19 1.804, H40 1.477
10 C 0.682 0.721 1.119  Si9 1.912, C11 1.561, H41 1.119, H42 1.129
11 C 2.148 0.752 0.584  C10 1.561, O12 1.211, C13 1.552
12 O 2.885 1.673 0.856  C11 1.211
13 C 2.580 -0.428 -0.329  C11 1.552, C14 1.467, C18 1.465
14 C 1.655 -1.162 -1.198  C13 1.467, C15 1.455, H43 1.120
15 C 2.148 -2.230 -2.055  C14 1.455, C16 1.460, H44 1.115
16 C 3.567 -2.575 -2.045  C15 1.460, C17 1.456, H45 1.118
17 C 4.489 -1.880 -1.157  C16 1.456, C18 1.463, H46 1.116
18 C 3.996 -0.804 -0.299  C13 1.465, C17 1.463, H47 1.117
19 N -0.704 1.878 -1.431  Si9 1.804, C20 1.474, C23 1.473
20 C -1.434 3.091 -1.844  N19 1.474, C21 1.571, O22 1.206
21 C -1.853 3.253 -3.349  C20 1.571, H48 1.114, H49 1.125, H50 1.123
22 O -1.691 3.983 -1.075  C20 1.206
23 C 0.568 1.955 -2.169  N19 1.473, C24 1.581, O25 1.200
24 C 0.656 1.073 -3.478  C23 1.581, H51 1.125, H52 1.122, H53 1.118
25 O 1.499 2.652 -1.874  C23 1.200
26 O -3.507 -2.921 -1.141  P4 1.662, C27 1.448
27 C -4.303 -2.918 -2.350  O26 1.448, C28 1.591, H54 1.114, H55 1.127
28 C -3.883 -4.232 -3.143  C27 1.591, H56 1.124, H57 1.127, H58 1.114
29 H -1.899 -1.087 2.667  C1 1.125
30 H -1.988 -2.541 3.840  C1 1.115
31 H -0.670 -2.385 2.622  C1 1.130
32 H -1.906 -3.023 0.796  C2 1.130
33 H -2.679 -4.070 2.021  C2 1.122
34 H -2.416 -0.151 -1.214  C6 1.119
35 H -1.708 -0.814 0.396  C6 1.116
36 H -3.913 1.478 -0.082  C7 1.124
37 H -3.857 0.509 1.414  C7 1.129
38 H -2.014 1.672 2.344  C8 1.129
39 H -2.622 2.911 1.212  C8 1.129
40 H 0.113 3.338 0.681  Si9 1.477
41 H 0.321 -0.336 1.042  C10 1.119
42 H 0.727 0.955 2.222  C10 1.129
43 H 0.579 -0.850 -1.173  C14 1.120
44 H 1.408 -2.735 -2.719  C15 1.115
45 H 3.911 -3.382 -2.737  C16 1.118
46 H 5.570 -2.155 -1.141  C17 1.116
47 H 4.736 -0.297 0.367  C18 1.117
48 H -1.988 2.287 -3.887  C21 1.114
49 H -1.058 3.870 -3.853  C21 1.125
50 H -2.773 3.897 -3.355  C21 1.123
51 H 0.263 1.727 -4.305  C24 1.125
52 H -0.040 0.195 -3.422  C24 1.122
53 H 1.709 0.768 -3.703  C24 1.118
54 H -5.400 -2.918 -2.153  C27 1.114
55 H -3.983 -2.051 -2.995  C27 1.127
56 H -2.872 -4.034 -3.593  C28 1.124
57 H -3.717 -5.038 -2.374  C28 1.127
58 H -4.643 -4.537 -3.899  C28 1.114
59 C 4.606 1.881 3.544  C60 1.500, O64 1.427, H66 1.093, H67 1.089
60 C 4.240 2.929 4.552  C59 1.500, O61 1.415, F65 1.356, H68 1.093
61 O 5.058 2.604 5.660  C60 1.415, C62 1.366
62 C 6.173 2.012 5.139  O61 1.366, O63 1.187, O64 1.361
63 O 7.185 1.849 5.737  C62 1.187
64 O 5.979 1.638 3.844  C59 1.427, C62 1.361
65 F 2.940 2.819 4.924  C60 1.356
66 H 4.037 0.957 3.673  C59 1.093
67 H 4.482 2.227 2.519  C59 1.089
68 H 4.446 3.953 4.232  C60 1.093

Charge   0
Orbital gap   9.6 eV
F_max   2.6 eV Å⁻¹
Energy   -63152.094 eV